[1]
{"formula": "C4H13N2O", "method": "ωB97M-V/def2-TZVPD", "relative_energy_kcal_mol": 50.94, "energy_ha": -344.68568, "homo_ev": -12.7055, "largest_force_ev_per_a": 2.7, "total_charge": 1, "elements": ["C", "C", "C", "C", "N", "N", "H", "H", "H", "H", "H", "H", "H", "H", "H", "H", "H", "H", "H", "O"], "positions_angstrom": [[0.327774, -1.178067, 0.482187], [0.877718, -0.133610, 1.453419], [1.033312, 1.179520, 0.716122], [2.065774, 1.604266, 0.000995], [-0.210520, 2.022510, 0.714631], [-1.008319, -0.577839, -0.007531], [0.962906, -1.279122, -0.394395], [-0.029231, -2.156748, 0.853386], [0.244930, 0.233453, 2.267519], [1.863018, -0.464724, 1.804845], [2.068306, 2.417555, -0.700552], [2.996219, 1.071388, 0.215240], [-0.008036, 2.903070, 0.254287], [-0.355191, 2.235929, 1.698813], [-1.174342, 0.359724, -0.419573], [-1.335888, -1.124800, -0.815133], [-1.660531, -0.681595, 0.766260], [-2.898273, -2.098410, -3.323472], [-1.474739, -2.336463, -2.982727], [-2.284889, -1.996035, -2.584321]], "forces_ev_per_a": [[-1.55, 1.37, 0.02], [1.08, 1.06, -0.15], [-1.27, 2.02, -1.27], [0.90, -1.48, 0.87], [1.17, -1.51, 0.33], [-0.91, -1.06, -1.56], [0.11, -0.07, 0.16], [0.75, 0.49, 0.17], [-0.20, -1.41, 0.39], [-0.36, 0.08, 0.22], [-0.02, 0.45, 0.24], [-0.09, 0.06, -0.80], [0.01, -0.03, 0.03], [-0.41, 0.21, -0.11], [1.32, 0.34, 1.12], [-0.45, -0.65, 0.36], [-0.33, 0.09, -0.19], [-0.33, 0.19, 0.28], [0.11, -0.06, 0.11], [0.45, -0.07, -0.23]], "nbo_charge": [-0.182, -0.488, 0.154, -0.431, -0.885, -0.713, 0.237, 0.236, 0.232, 0.263, 0.224, 0.216, 0.388, 0.375, 0.477, 0.457, 0.432, 0.500, 0.477, -0.970]}



[2]
{"formula": "C6H12O", "method": "ωB97M-V/def2-TZVPD", "relative_energy_kcal_mol": 85.72, "energy_ha": -310.92267, "homo_ev": -8.8079, "largest_force_ev_per_a": 0.4, "total_charge": 0, "elements": ["C", "C", "C", "C", "C", "C", "O", "H", "H", "H", "H", "H", "H", "H", "H", "H", "H", "H", "H"], "positions_angstrom": [[1.671424, 1.276800, -0.207105], [0.623241, 0.189571, -0.066518], [1.166379, -1.214629, 0.126226], [-0.596874, 0.375366, -0.729802], [-1.676569, -0.655518, -0.863784], [-2.013186, -0.008729, 0.428139], [-1.654899, -0.457162, 1.564769], [1.210559, 2.266160, -0.286721], [2.353283, 1.282827, 0.649001], [2.271586, 1.104416, -1.109339], [0.312803, 0.380853, 1.415241], [2.038844, -1.208357, 0.787183], [1.470474, -1.633950, -0.841258], [0.410070, -1.867947, 0.568736], [-0.792991, 1.354590, -1.158558], [-2.377576, -0.467045, -1.676128], [-1.373028, -1.698894, -0.798391], [-2.627336, 0.900513, 0.379816], [-0.416198, 0.081129, 1.818488]], "forces_ev_per_a": [[0.01, 0.06, 0.03], [-0.14, -0.07, -0.09], [-0.01, -0.02, 0.03], [0.30, 0.17, -0.06], [-0.03, -0.08, 0.02], [-0.14, -0.01, 0.11], [0.08, 0.18, -0.10], [0.06, -0.15, 0.00], [-0.09, -0.02, -0.13], [-0.10, 0.00, 0.12], [0.10, 0.07, 0.01], [-0.13, 0.02, -0.09], [-0.05, 0.07, 0.11], [0.13, 0.08, -0.08], [0.02, -0.14, 0.08], [0.13, -0.02, 0.13], [-0.02, 0.17, 0.02], [0.09, -0.12, 0.00], [-0.20, -0.17, -0.11]], "nbo_charge": [-0.625, 0.043, -0.651, -0.297, -0.477, 0.284, -0.639, 0.218, 0.217, 0.219, -0.032, 0.217, 0.218, 0.234, 0.221, 0.228, 0.228, 0.149, 0.245]}



[3]
{"formula": "C23H33N3O6", "method": "ωB97M-V/def2-TZVPD", "energy_ha": -1512.05491, "homo_ev": -8.7597, "largest_force_ev_per_a": 0.7, "total_charge": 0, "elements": ["C", "H", "H", "H", "C", "N", "C", "O", "C", "C", "H", "C", "N", "C", "O", "C", "N", "C", "O", "O", "C", "C", "H", "H", "H", "C", "H", "H", "H", "C", "H", "H", "H", "H", "H", "C", "C", "C", "C", "C", "C", "C", "H", "H", "H", "H", "H", "H", "H", "C", "H", "C", "H", "H", "H", "H", "H", "H", "H", "H", "C", "O", "O", "H", "H"], "positions_angstrom": [[-1.378856, 3.883507, -0.075531], [-2.395916, 4.232834, 0.089576], [-1.096743, 3.194771, 0.718620], [-0.706202, 4.735870, -0.052541], [-1.275529, 3.170544, -1.419660], [-2.156259, 2.013050, -1.434048], [-1.697423, 0.783999, -1.703394], [-0.534826, 0.615508, -2.029397], [-2.705448, -0.364290, -1.682647], [-1.950799, -1.685389, -1.494058], [-1.012039, -1.635258, -2.043847], [-1.652412, -1.921645, 0.000321], [-1.726820, -0.678344, 0.730554], [-0.717872, 0.071750, 1.225794], [-0.930398, 1.187945, 1.671828], [0.697897, -0.518777, 1.241908], [1.419937, -0.101547, 0.064575], [1.654971, -0.932741, -0.972936], [1.404851, -2.120828, -0.962405], [2.256571, -0.257170, -1.965128], [2.621046, -0.924347, -3.190710], [1.395227, -1.558473, -3.848265], [1.076091, -2.430659, -3.284793], [0.584377, -0.833359, -3.867866], [1.635504, -1.858143, -4.864979], [3.169450, 0.196020, -4.078854], [3.920729, 0.763455, -3.535596], [3.620865, -0.225403, -4.972516], [2.364330, 0.864325, -4.374575], [3.703847, -1.969297, -2.916799], [3.998611, -2.449230, -3.846075], [4.574623, -1.496228, -2.467999], [3.322454, -2.723662, -2.234119], [1.494104, 0.895340, -0.107727], [0.677320, -1.611275, 1.241612], [1.421837, -0.031615, 2.509903], [0.822045, -0.678561, 3.724783], [1.185177, -1.972844, 4.078352], [0.611921, -2.592262, 5.174179], [-0.337318, -1.925205, 5.930065], [-0.708156, -0.637411, 5.583133], [-0.132026, -0.018340, 4.487611], [-0.427200, 0.982790, 4.211888], [-1.448152, -0.112203, 6.169891], [-0.784852, -2.407536, 6.787016], [0.906587, -3.597225, 5.440438], [1.926740, -2.496198, 3.491162], [1.323879, 1.052889, 2.564262], [2.477125, -0.293560, 2.419544], [-3.074040, -0.136896, 0.781954], [-3.645506, -0.679514, 1.544930], [-3.764102, -0.252696, -0.584656], [-4.439612, 0.589410, -0.744142], [-4.372536, -1.158727, -0.622912], [-2.982816, 0.903239, 1.101297], [-2.394073, -2.601035, 0.436049], [-0.669801, -2.377855, 0.089908], [-2.537128, -2.515456, -1.888213], [-3.186385, -0.358932, -2.667879], [-3.098244, 2.166357, -1.113674], [0.177832, 2.738801, -1.670086], [0.983341, 2.550798, -0.795292], [0.517890, 2.855133, -2.956297], [1.423541, 2.523456, -3.071688], [-1.560501, 3.835323, -2.247619]], "forces_ev_per_a": [[0.16, -0.14, -0.15], [-0.12, 0.06, 0.00], [-0.01, 0.03, -0.01], [0.02, 0.15, 0.00], [0.03, 0.20, 0.02], [-0.14, 0.45, 0.10], [-0.49, -0.44, -0.28], [0.04, -0.40, -0.09], [0.05, -0.23, -0.04], [0.09, 0.09, -0.03], [-0.06, -0.08, -0.02], [0.17, -0.39, -0.19], [-0.36, 0.04, 0.00], [0.11, -0.28, 0.10], [0.21, 0.29, 0.18], [0.33, -0.03, 0.10], [0.04, 0.28, 0.09], [0.10, 0.21, 0.32], [-0.07, -0.38, -0.19], [0.06, 0.19, -0.03], [0.13, -0.40, -0.51], [0.09, 0.08, 0.24], [-0.05, -0.04, -0.04], [-0.09, 0.05, -0.05], [0.06, -0.01, -0.13], [-0.15, -0.23, 0.43], [0.12, 0.06, 0.03], [0.01, -0.03, -0.10], [-0.10, 0.09, -0.09], [-0.23, 0.21, 0.15], [0.05, -0.03, -0.12], [0.13, 0.04, 0.01], [0.02, -0.06, -0.01], [0.00, -0.08, -0.08], [-0.02, 0.20, 0.01], [-0.21, -0.14, -0.18], [0.06, 0.11, 0.06], [-0.02, 0.02, 0.00], [0.01, -0.12, 0.03], [-0.06, -0.04, 0.08], [-0.06, -0.01, 0.09], [0.00, 0.03, 0.02], [-0.02, 0.10, -0.05], [-0.05, 0.04, 0.04], [-0.03, -0.03, 0.06], [0.03, -0.07, 0.02], [0.10, -0.06, -0.07], [0.09, -0.01, -0.01], [-0.03, 0.00, -0.06], [-0.22, 0.26, 0.27], [0.02, 0.07, -0.03], [0.14, 0.00, -0.07], [-0.09, -0.02, 0.04], [-0.06, 0.06, -0.06], [-0.08, -0.20, -0.04], [0.08, 0.00, 0.00], [-0.09, 0.00, 0.07], [-0.05, 0.00, -0.02], [0.06, 0.03, 0.06], [0.05, -0.16, -0.01], [0.18, 0.41, 0.10], [0.06, 0.17, 0.16], [0.02, 0.14, -0.51], [-0.10, 0.03, 0.23], [0.12, -0.11, 0.17]], "nbo_charge": [-0.625, 0.200, 0.266, 0.221, -0.132, -0.606, 0.707, -0.644, -0.304, -0.417, 0.252, -0.232, -0.438, 0.705, -0.666, -0.123, -0.639, 0.924, -0.699, -0.533, 0.274, -0.651, 0.236, 0.228, 0.208, -0.614, 0.218, 0.215, 0.201, -0.642, 0.209, 0.210, 0.241, 0.446, 0.235, -0.414, -0.048, -0.161, -0.228, -0.222, -0.209, -0.203, 0.227, 0.210, 0.210, 0.210, 0.200, 0.236, 0.222, -0.239, 0.199, -0.407, 0.204, 0.215, 0.244, 0.189, 0.253, 0.210, 0.241, 0.403, 0.843, -0.641, -0.682, 0.500, 0.209]}



What did the second record say?
{"formula": "C6H12O", "method": "ωB97M-V/def2-TZVPD", "relative_energy_kcal_mol": 85.72, "energy_ha": -310.92267, "homo_ev": -8.8079, "largest_force_ev_per_a": 0.4, "total_charge": 0, "elements": ["C", "C", "C", "C", "C", "C", "O", "H", "H", "H", "H", "H", "H", "H", "H", "H", "H", "H", "H"], "positions_angstrom": [[1.671424, 1.276800, -0.207105], [0.623241, 0.189571, -0.066518], [1.166379, -1.214629, 0.126226], [-0.596874, 0.375366, -0.729802], [-1.676569, -0.655518, -0.863784], [-2.013186, -0.008729, 0.428139], [-1.654899, -0.457162, 1.564769], [1.210559, 2.266160, -0.286721], [2.353283, 1.282827, 0.649001], [2.271586, 1.104416, -1.109339], [0.312803, 0.380853, 1.415241], [2.038844, -1.208357, 0.787183], [1.470474, -1.633950, -0.841258], [0.410070, -1.867947, 0.568736], [-0.792991, 1.354590, -1.158558], [-2.377576, -0.467045, -1.676128], [-1.373028, -1.698894, -0.798391], [-2.627336, 0.900513, 0.379816], [-0.416198, 0.081129, 1.818488]], "forces_ev_per_a": [[0.01, 0.06, 0.03], [-0.14, -0.07, -0.09], [-0.01, -0.02, 0.03], [0.30, 0.17, -0.06], [-0.03, -0.08, 0.02], [-0.14, -0.01, 0.11], [0.08, 0.18, -0.10], [0.06, -0.15, 0.00], [-0.09, -0.02, -0.13], [-0.10, 0.00, 0.12], [0.10, 0.07, 0.01], [-0.13, 0.02, -0.09], [-0.05, 0.07, 0.11], [0.13, 0.08, -0.08], [0.02, -0.14, 0.08], [0.13, -0.02, 0.13], [-0.02, 0.17, 0.02], [0.09, -0.12, 0.00], [-0.20, -0.17, -0.11]], "nbo_charge": [-0.625, 0.043, -0.651, -0.297, -0.477, 0.284, -0.639, 0.218, 0.217, 0.219, -0.032, 0.217, 0.218, 0.234, 0.221, 0.228, 0.228, 0.149, 0.245]}